No. 1
{
  "formula": "C12H17N",
  "method": "wB97M-V/def2-TZVPD",
  "symbols": ["C", "C", "C", "N", "C", "C", "C", "C", "C", "C", "H", "H", "H", "H", "H", "H", "H", "H", "H", "C", "C", "C", "H", "H", "H", "H", "H", "H", "H", "H"],
  "xyz": [[-1.02671, -1.81925, -2.55800], [-0.21685, -0.89536, -1.65738], [1.08999, -0.58178, -1.66424], [1.33626, 0.47085, -0.79990], [0.06704, 1.03024, -0.46091], [-0.11426, 2.26481, 0.09479], [-1.46513, 2.55429, 0.29080], [-2.49775, 1.73856, -0.12510], [-2.23236, 0.47486, -0.61438], [-0.91833, 0.14220, -0.96011], [-0.48786, -2.43183, -3.28508], [-1.65316, -1.08962, -3.10753], [-1.80449, -2.44190, -2.07076], [1.97425, -1.02628, -2.14913], [2.12526, 1.07489, -0.66603], [0.57065, 2.98325, 0.49003], [-1.78289, 3.38753, 0.91913], [-3.52466, 2.08265, 0.05113], [-3.09250, -0.18918, -0.72171], [0.36662, -1.53693, 2.07148], [1.80516, -1.11676, 1.88754], [2.69026, -1.39773, 3.09258], [-0.16880, -1.07876, 2.91062], [0.25432, -2.59581, 2.30328], [-0.27783, -1.15122, 1.25900], [2.19860, -1.48816, 0.89362], [1.69335, -0.05631, 1.67350], [2.54115, -2.43972, 3.43244], [3.72846, -1.33742, 2.78405], [2.51106, -0.67770, 3.86206]],
  "mulliken_charge": [-1.358, 0.669, -0.983, 0.110, 0.342, -1.054, -0.283, -0.550, -0.596, 0.657, 0.373, 0.322, 0.279, 0.386, 0.207, 0.410, 0.328, 0.343, 0.379, -0.965, 0.320, -1.265, 0.316, 0.339, 0.074, 0.186, 0.019, 0.304, 0.364, 0.327],
  "energy_ha": -522.173452,
  "max_force_ev_per_a": 3.4,
  "smiles": "Cc1c[nH]c2ccccc12.CCC",
  "gap_ev": 8.7
}

***

No. 2
{
  "formula": "C8H7Cl3N2",
  "method": "wB97M-V/def2-TZVPD",
  "symbols": ["C", "C", "C", "C", "C", "C", "C", "C", "N", "N", "Cl", "Cl", "Cl", "H", "H", "H", "H", "H", "H", "H"],
  "xyz": [[0.62151, 2.74281, -0.12376], [-0.49808, 1.94315, -0.31266], [1.89001, 2.18638, -0.20108], [-0.35820, 0.59918, -0.58242], [2.04672, 0.83454, -0.42890], [0.92166, 0.01993, -0.62602], [-1.97724, -1.90574, 1.03711], [1.07820, -1.38458, -0.88309], [-2.83269, -1.13730, 0.54370], [-0.76674, -2.14771, 0.61911], [0.22544, -2.10517, -2.15528], [2.38073, -2.25192, -0.26768], [-2.37839, -2.90280, 2.58065], [0.50862, 3.79436, 0.09535], [-1.48630, 2.36749, -0.23017], [2.76151, 2.81250, -0.08272], [-1.22882, -0.03640, -0.66578], [3.03422, 0.40739, -0.50459], [-3.74228, -1.10210, 0.97319], [-0.19986, -2.73400, 1.21507]],
  "mulliken_charge": [-0.353, -0.802, -0.602, -0.251, -0.473, 0.700, 0.537, 0.488, -0.641, -0.487, -0.011, -0.065, -0.331, 0.392, 0.413, 0.383, 0.458, 0.314, 0.209, 0.123],
  "energy_ha": -1799.026300,
  "max_force_ev_per_a": 2.2,
  "gap_ev": [5.5, 5.6]
}

***

No. 3
{
  "formula": "C22H20N3O4Pd",
  "method": "wB97M-V/def2-TZVPD",
  "symbols": ["Pd", "C", "C", "C", "C", "C", "C", "C", "C", "C", "C", "N", "C", "C", "C", "C", "C", "N", "H", "H", "H", "H", "H", "H", "H", "H", "H", "H", "H", "H", "H", "H", "H", "H", "H", "O", "C", "O", "C", "C", "C", "N", "C", "C", "C", "O", "O", "H", "H", "H"],
  "xyz": [[-0.14093, -0.06054, 0.05651], [2.69744, 1.85406, -0.67253], [1.65269, 2.79859, -1.27285], [1.15726, 2.30328, -2.60742], [1.79996, 2.70801, -3.77093], [1.43212, 2.20512, -5.00976], [0.41326, 1.27258, -5.09069], [-0.27293, 0.86093, -3.95132], [-1.34791, -0.19111, -4.07362], [-2.67269, 0.34838, -4.61238], [0.08925, 1.41147, -2.72064], [-0.67413, 1.07779, -1.56370], [-1.83513, 1.63720, -1.41264], [-2.55827, 1.40992, -0.21706], [-3.81433, 1.79467, 0.26163], [-3.94496, 1.20127, 1.51531], [-2.76510, 0.47963, 1.75073], [-1.93714, 0.60401, 0.71046], [3.00889, 2.18170, 0.31962], [3.57684, 1.81633, -1.31927], [2.33051, 0.82775, -0.60687], [2.11363, 3.77849, -1.41893], [0.81627, 2.93707, -0.58546], [2.61387, 3.42048, -3.69479], [1.95288, 2.52487, -5.90347], [0.14331, 0.84214, -6.04869], [-1.50182, -0.67848, -3.11084], [-0.97948, -0.96309, -4.75312], [-3.11908, 1.07442, -3.93014], [-3.39093, -0.46059, -4.75247], [-2.52801, 0.84490, -5.57390], [-2.21361, 2.30782, -2.18163], [-4.53515, 2.41099, -0.25237], [-4.79119, 1.26089, 2.18028], [-2.50817, -0.12190, 2.60743], [2.12985, -4.88548, 4.41835], [1.56825, -3.84569, 4.79665], [1.28267, -3.43026, 5.93511], [1.15123, -2.88315, 3.64885], [0.52691, -1.67635, 3.94422], [0.14927, -0.83328, 2.92144], [0.37880, -1.14840, 1.64166], [1.01690, -2.28878, 1.33531], [1.39951, -3.18210, 2.31440], [1.36669, -2.44066, -0.13527], [1.82396, -3.48328, -0.55214], [1.17090, -1.36498, -0.84225], [0.35026, -1.43289, 4.98298], [-0.35547, 0.10674, 3.09565], [1.90613, -4.09886, 2.04731]],
  "mulliken_charge": [0.750, -1.002, -0.882, 0.593, -0.678, -0.928, -0.502, 0.905, -0.915, -1.050, -0.427, 0.721, 0.157, -0.718, -0.827, -0.798, -0.543, -0.160, 0.343, 0.336, 0.239, 0.505, 0.177, 0.402, 0.387, 0.448, 0.177, 0.510, 0.252, 0.381, 0.316, 0.639, 0.458, 0.421, 0.606, -0.713, 0.422, -0.734, 0.415, -0.919, -0.526, -0.151, 0.481, -0.572, 0.377, -0.666, -0.620, 0.478, 0.851, 0.584],
  "energy_ha": -1443.606046,
  "max_force_ev_per_a": 1.1,
  "charge": -1,
  "gap_ev": 7.6
}

***

No. 4
{
  "formula": "C3H8N3S2",
  "method": "wB97M-V/def2-TZVPD",
  "symbols": ["C", "C", "C", "N", "N", "N", "S", "S", "H", "H", "H", "H", "H", "H", "H", "H"],
  "xyz": [[-0.37554, -1.06567, 0.06401], [2.02569, 1.13804, -0.80905], [1.87827, 0.04490, 0.20712], [-1.80746, 0.83051, 0.50980], [0.69336, -0.59442, -0.07047], [-1.29446, -1.95894, 0.13153], [-3.34220, 1.01460, 0.23495], [-4.00753, -0.77393, -0.26720], [1.24045, 1.77309, -0.55604], [2.86170, 1.77823, -0.51157], [2.08386, 0.79230, -1.79292], [2.74140, -0.61255, 0.39599], [1.85400, 0.59243, 1.24784], [-1.41957, 1.62720, 1.09811], [-2.30206, -1.67555, -0.08316], [-0.82989, -2.91025, 0.20109]],
  "mulliken_charge": [0.564, -1.113, -0.353, -0.470, 0.046, -0.288, 0.421, -0.220, 0.343, 0.354, 0.359, 0.374, 0.263, 0.284, 0.169, 0.265],
  "energy_ha": -1079.397815,
  "max_force_ev_per_a": 4.3,
  "charge": 1,
  "gap_ev": [8.0, 8.0]
}

***

No. 5
{
  "formula": "C23H36F3Si3",
  "method": "wB97M-V/def2-TZVPD",
  "symbols": ["C", "Si", "C", "H", "C", "Si", "C", "C", "C", "Si", "C", "C", "C", "H", "H", "H", "H", "H", "H", "H", "H", "H", "H", "H", "H", "H", "H", "H", "H", "H", "H", "H", "H", "H", "H", "H", "H", "H", "F", "C", "F", "F", "C", "C", "C", "C", "C", "C", "C", "C", "C", "C", "C", "C", "C", "H", "H", "H", "H", "H", "H", "H", "H", "H", "H"],
  "xyz": [[-1.71355, 0.63875, 3.98732], [-0.42136, 0.87704, 2.61820], [1.08103, 1.29951, 3.69129], [-0.18569, -0.37311, 1.70093], [-0.89751, 2.39649, 1.57969], [-2.56888, 2.16523, 0.74429], [-2.52840, 0.59468, -0.29091], [-3.98884, 2.01388, 1.97401], [-3.09826, 3.59505, -0.35509], [0.50204, 2.83001, 0.39789], [0.93338, 1.34464, -0.67975], [0.10943, 4.29630, -0.71530], [2.05407, 3.40344, 1.30111], [-2.10857, 1.61550, 4.31324], [-2.55904, -0.00013, 3.69826], [-1.20819, 0.18792, 4.85796], [1.06042, 2.36464, 3.97514], [1.00982, 0.71086, 4.62127], [2.04216, 1.08268, 3.20573], [-1.01049, 3.25351, 2.27371], [-3.56347, 0.31172, -0.53433], [-1.99084, 0.71459, -1.24172], [-2.07692, -0.26046, 0.22707], [-4.92153, 2.25204, 1.43826], [-4.09059, 1.00628, 2.39806], [-3.89470, 2.72825, 2.80385], [-4.18750, 3.50596, -0.49675], [-2.90468, 4.57356, 0.10606], [-2.63197, 3.58021, -1.34852], [1.90794, 1.56397, -1.14091], [1.03120, 0.39560, -0.13567], [0.20174, 1.19700, -1.48640], [1.07103, 4.69290, -1.07869], [-0.49429, 4.03316, -1.59280], [-0.39754, 5.11091, -0.17921], [2.64891, 4.00500, 0.59568], [1.82184, 4.04686, 2.16171], [2.68266, 2.57600, 1.65414], [6.23622, -4.10295, -2.70581], [5.93987, -3.53549, -1.49148], [6.52420, -4.31856, -0.53239], [6.58471, -2.31775, -1.45623], [4.45318, -3.37346, -1.28426], [3.88747, -3.65193, -0.04349], [2.53495, -3.44997, 0.14422], [1.70158, -2.91591, -0.88906], [0.30752, -2.74948, -0.61723], [-0.77447, -2.74005, -1.54796], [-2.09414, -2.60225, -1.00678], [-3.20441, -2.43724, -1.81518], [-3.06083, -2.43326, -3.21238], [-1.80084, -2.68367, -3.77470], [-0.68917, -2.91401, -2.96971], [2.33059, -2.60440, -2.13095], [3.67596, -2.88237, -2.33972], [4.51783, -4.01586, 0.76665], [2.07767, -3.76058, 1.08622], [0.02225, -2.77044, 0.44087], [-2.21212, -2.66229, 0.08045], [-4.18828, -2.28439, -1.36380], [-3.92029, -2.24462, -3.84896], [-1.68779, -2.70002, -4.86639], [0.23717, -3.29313, -3.41374], [1.74861, -2.17836, -2.95055], [4.13765, -2.70797, -3.30646]],
  "mulliken_charge": [-1.183, 0.199, -1.188, -0.137, 0.369, -0.149, -0.770, -1.127, -1.130, -0.058, -0.912, -1.125, -1.116, 0.324, 0.298, 0.380, 0.328, 0.381, 0.290, 0.394, 0.440, 0.346, 0.046, 0.384, 0.353, 0.314, 0.384, 0.319, 0.341, 0.486, 0.118, 0.328, 0.383, 0.331, 0.319, 0.381, 0.307, 0.346, -0.243, 0.868, -0.251, -0.231, 0.260, -0.842, -0.677, 1.065, -0.280, 0.863, -0.440, -0.497, -0.360, -0.728, -0.443, -0.381, -1.138, 0.468, 0.426, 0.165, 0.353, 0.445, 0.430, 0.419, 0.669, 0.659, 0.430],
  "energy_ha": -2065.904361,
  "max_force_ev_per_a": 2.0,
  "charge": 1,
  "gap_ev": 5.7
}

***

No. 6
{
  "formula": "C17H33Li2O7",
  "method": "wB97M-V/def2-TZVPD",
  "symbols": ["Li", "Li", "O", "C", "O", "O", "H", "C", "C", "C", "O", "C", "H", "H", "H", "H", "H", "H", "H", "H", "C", "C", "C", "O", "C", "H", "H", "H", "H", "H", "H", "H", "H", "C", "C", "C", "O", "C", "H", "H", "H", "H", "H", "H", "H", "H", "C", "C", "C", "O", "C", "H", "H", "H", "H", "H", "H", "H", "H"],
  "xyz": [[-2.00720, 2.52014, -2.74774], [-2.60419, -0.41510, -2.33210], [-0.01027, 1.40884, 0.38247], [-0.40757, 1.12024, -0.87510], [-0.87543, -0.04044, -1.09734], [-0.40464, 2.02134, -1.75409], [-0.15303, 0.50389, 0.76787], [3.71451, 1.50416, -4.01578], [3.30264, 0.04169, -4.11479], [1.81381, 0.11177, -3.85551], [1.43718, 1.24950, -4.59595], [2.47112, 2.23989, -4.52233], [4.63515, 1.71726, -4.55118], [3.83298, 1.62447, -2.93625], [3.84414, -0.60060, -3.41621], [3.52006, -0.35725, -5.10932], [1.57203, 0.14207, -2.78193], [1.30059, -0.81416, -4.13502], [2.21208, 3.02243, -3.80442], [2.59619, 2.70014, -5.50078], [1.23919, -0.71046, 3.93969], [1.38899, -1.95048, 3.08273], [0.67079, -1.59246, 1.78406], [-0.36999, -0.68256, 2.20641], [-0.06044, -0.03618, 3.44484], [2.06314, -0.01022, 3.79479], [1.24595, -0.98374, 4.99367], [0.88226, -2.77442, 3.58328], [2.43940, -2.16996, 2.89466], [0.18478, -2.41208, 1.25799], [1.28694, -1.03736, 1.06828], [-0.85152, -0.04502, 4.19462], [0.15752, 1.02693, 3.31446], [-2.01382, 4.64502, 4.79144], [-2.24142, 3.37774, 3.93948], [-1.67993, 3.72940, 2.56121], [-1.62521, 5.15624, 2.50059], [-1.39834, 5.61601, 3.80370], [-1.32256, 4.44797, 5.60826], [-2.99626, 4.93237, 5.15858], [-3.31176, 3.19588, 3.83835], [-1.80408, 2.47695, 4.36833], [-2.28723, 3.39727, 1.71548], [-0.68555, 3.32135, 2.34285], [-1.79354, 6.62985, 3.93919], [-0.33469, 5.81044, 4.00995], [-1.04587, -5.73357, -2.63577], [-0.28265, -4.60042, -1.95111], [-1.33263, -3.50823, -1.91616], [-2.52640, -4.20872, -1.60683], [-2.39532, -5.60303, -1.91742], [-0.51305, -6.65839, -2.42200], [-1.11027, -5.56395, -3.71139], [0.66609, -4.28089, -2.38796], [0.00267, -5.01252, -0.97936], [-1.38190, -2.95405, -2.86667], [-1.12017, -2.78820, -1.11965], [-3.18681, -5.91270, -2.59688], [-2.34645, -6.23408, -1.03019]],
  "mulliken_charge": [0.908, 0.863, -0.406, 0.927, -0.683, -0.877, 0.270, -0.561, -0.634, 0.088, -0.402, -0.385, 0.351, 0.243, 0.361, 0.274, -0.161, 0.273, 0.227, 0.316, -0.827, -0.525, -0.035, -0.617, 0.151, 0.266, 0.373, 0.301, 0.326, 0.113, 0.191, 0.310, -0.054, -0.426, -0.245, -0.115, -0.444, -0.543, 0.304, 0.229, 0.315, 0.038, 0.203, 0.128, 0.308, 0.279, -0.640, -0.682, 0.122, -0.395, -0.442, 0.356, 0.276, 0.466, 0.271, -0.056, 0.138, 0.290, 0.300],
  "energy_ha": -1209.069981,
  "max_force_ev_per_a": 2.1,
  "charge": 1,
  "gap_ev": 5.9
}

***

No. 7
{
  "formula": "C3H2INS",
  "method": "wB97M-V/def2-TZVPD",
  "symbols": ["I", "C", "N", "C", "C", "S", "H", "H"],
  "xyz": [[2.22910, -4.33364, -0.57823], [1.36421, -2.50554, -0.50460], [0.41379, -2.07742, 0.63421], [-0.00322, -0.82487, 0.37150], [0.60510, -0.11084, -0.60249], [1.68902, -1.17878, -1.55145], [-0.83646, -0.31981, 0.80587], [0.10464, 0.76583, -0.91365]],
  "mulliken_charge": [0.201, 0.052, -0.539, -0.050, -0.352, -0.054, 0.362, 0.379],
  "energy_ha": -866.087391,
  "max_force_ev_per_a": 6.6,
  "smiles": "Ic1nccs1",
  "gap_ev": 8.8
}

***

No. 8
{
  "formula": "C8H13N3",
  "method": "wB97M-V/def2-TZVPD",
  "symbols": ["C", "C", "C", "C", "N", "C", "C", "N", "C", "C", "N", "H", "H", "H", "H", "H", "H", "H", "H", "H", "H", "H", "H", "H"],
  "xyz": [[-1.23411, 2.30846, 1.12798], [-0.02444, 1.33161, 1.22756], [0.27184, 1.05243, 2.74546], [-0.45515, -0.03811, 0.46451], [-0.92160, 0.20229, -0.86880], [-0.10321, -0.62665, -1.71573], [-0.01843, -1.27737, -2.94964], [0.90481, -2.29141, -2.88295], [1.31849, -2.42639, -1.59222], [0.77569, -1.38302, -0.90752], [0.77859, -0.95377, 0.39734], [-1.75162, 2.25673, 2.09811], [-1.92073, 2.01997, 0.42725], [-0.81383, 3.29441, 0.81032], [0.72037, 1.73365, 0.63416], [-0.53446, 0.44816, 3.00792], [0.25749, 1.92603, 3.38082], [1.19716, 0.54817, 2.82651], [-1.19168, -0.61073, 0.88121], [-1.14992, 1.15340, -1.13804], [-0.31555, -0.95985, -3.94294], [1.38331, -2.77976, -3.58339], [2.10892, -3.17689, -1.46068], [0.71807, -1.75133, 1.01275]],
  "mulliken_charge": [-1.420, 0.358, -1.747, -0.109, -0.311, 0.257, -1.003, 0.067, -1.054, 0.542, -0.378, 0.384, 0.524, 0.268, 0.445, 0.467, 0.435, 0.388, 0.402, 0.300, 0.351, 0.190, 0.347, 0.297],
  "energy_ha": -476.820328,
  "max_force_ev_per_a": 4.3,
  "smiles": "CC(C)C1Nc2c[nH]cc2N1",
  "gap_ev": 8.1
}